(1)
This record from the OMol25 dataset describes a structure of composition C2H12AlBNO2Si2 in a non-equilibrium geometry. The level of theory is wB97M-V/def2-TZVPD.

Results
LUMO energy in eV: -16.28
Spin multiplicity: 1
Total charge: +3

Each line ends with the Mulliken charge.
CARTESIAN COORDINATES (ANGSTROEM)
C -1.94 0.74 -0.72  -0.869
N -1.26 -0.45 -1.20  0.232
C -0.32 -0.20 -2.27  -0.834
B -0.79 -1.47 -0.25  0.443
O -1.04 -2.73 -0.09  -0.299
Si 0.78 -0.80 1.20  0.438
O 1.60 0.30 0.40  -0.057
Si 2.51 1.61 1.14  0.317
H -2.10 1.42 -1.56  0.423
H -2.92 0.50 -0.29  0.341
H -1.30 1.27 -0.01  0.404
H 0.64 -0.70 -2.13  0.397
H -0.79 -0.64 -3.19  0.382
H -0.21 0.86 -2.48  0.431
H -1.35 -3.26 -0.85  0.419
H 0.28 -0.27 2.60  -0.230
H 1.53 -2.04 1.45  0.098
H 3.27 0.97 2.22  -0.006
H 1.48 2.51 1.69  -0.052
H 3.31 2.23 0.09  0.025
Al -1.40 0.16 4.24  0.999

***

(2)
This record from the OMol25 dataset describes a cluster of 21 separate species, C57H165N15O30 in total in a non-equilibrium geometry. The level of theory is wB97M-V/def2-TZVPD.

Results
LUMO energy in eV: 0.13
Spin multiplicity: 1
Energy relative to the best compared isomer or geometry (same formula, charge and spin) in kJ/mol: 382.9

Each line ends with the Mulliken charge.
CARTESIAN COORDINATES (ANGSTROEM)
C 4.27 27.41 15.05  0.653
O 4.76 28.20 15.79  -0.622
N 3.90 26.16 15.34  -0.367
N 4.14 27.55 13.74  -0.352
H 4.25 25.91 16.25  0.193
H 3.41 25.51 14.74  0.172
H 4.46 28.35 13.21  0.190
H 3.57 26.81 13.36  0.136
C -2.33 14.61 10.40  0.639
O -3.31 15.17 9.90  -0.689
N -1.55 13.81 9.78  -0.421
N -1.95 14.89 11.61  -0.343
H -1.64 13.92 8.78  0.262
H -0.58 13.64 10.02  0.221
H -2.51 15.50 12.18  0.197
H -1.06 14.49 11.91  0.136
C -7.57 19.66 11.74  0.629
O -8.44 20.48 11.91  -0.660
N -7.02 18.86 12.67  -0.369
N -7.16 19.45 10.56  -0.350
H -7.25 19.05 13.63  0.211
H -6.33 18.15 12.49  0.158
H -6.37 18.82 10.49  0.160
H -7.75 19.58 9.75  0.221
C 2.16 18.48 21.88  -0.741
O 0.96 19.11 21.56  -0.327
C -0.22 18.60 22.16  -0.668
C -1.44 19.54 22.17  -0.576
N -0.97 20.82 22.65  -0.380
C -2.01 21.78 22.31  -0.588
C -1.37 23.14 22.63  -0.673
O -0.25 23.41 21.73  -0.367
C -0.69 24.31 20.69  -0.816
H 2.94 18.69 21.14  0.241
H 2.08 17.39 21.81  0.301
H 2.54 18.87 22.82  0.305
H -0.06 18.32 23.20  0.362
H -0.40 17.66 21.63  0.451
H -2.23 19.10 22.78  0.337
H -1.83 19.52 21.15  0.333
H -0.19 21.12 22.08  0.343
H -2.84 21.53 22.97  0.416
H -2.37 21.79 21.28  0.313
H -1.07 23.21 23.68  0.357
H -2.13 23.91 22.65  0.443
H -0.73 25.36 20.98  0.313
H -1.67 24.18 20.24  0.334
H 0.01 24.16 19.87  0.288
C -8.23 27.82 6.21  -0.735
O -7.93 26.45 6.42  -0.392
C -8.70 25.75 7.37  -0.628
C -10.25 25.82 7.12  -0.722
N -10.76 24.98 5.97  -0.419
C -10.48 23.56 6.15  -0.398
C -11.22 22.69 5.12  -0.788
O -12.48 22.27 5.67  -0.299
C -13.38 21.78 4.75  -0.746
H -9.02 27.77 5.46  0.266
H -7.53 28.50 5.74  0.256
H -8.55 28.26 7.15  0.323
H -8.56 26.18 8.36  0.374
H -8.37 24.72 7.50  0.409
H -10.59 26.83 6.91  0.401
H -10.82 25.42 7.96  0.509
H -11.74 25.20 6.05  0.252
H -10.94 23.28 7.10  0.372
H -9.42 23.30 6.19  0.343
H -10.74 21.81 4.70  0.422
H -11.38 23.39 4.29  0.348
H -13.66 22.44 3.93  0.307
H -14.28 21.51 5.31  0.241
H -12.98 20.85 4.34  0.302
C -1.00 16.26 4.86  -0.729
O 0.02 16.89 5.65  -0.265
C 0.74 17.91 4.93  -0.745
C 1.52 18.72 5.85  -0.357
N 0.70 19.27 6.93  -0.338
C 1.38 19.95 8.09  -0.698
C 1.98 21.29 7.76  -0.639
O 3.33 21.19 7.39  -0.335
C 3.78 22.34 6.73  -0.758
H -1.45 16.92 4.11  0.314
H -1.70 15.83 5.58  0.210
H -0.53 15.50 4.24  0.288
H 0.02 18.67 4.61  0.394
H 1.29 17.46 4.11  0.354
H 1.97 19.50 5.23  0.263
H 2.33 18.05 6.14  0.281
H 0.03 18.59 7.25  0.228
H 2.01 19.23 8.61  0.377
H 0.65 20.22 8.86  0.382
H 1.78 21.98 8.58  0.515
H 1.33 21.73 7.01  0.363
H 3.05 22.56 5.95  0.335
H 4.70 22.23 6.15  0.257
H 3.98 23.18 7.40  0.301
C -2.33 30.50 10.94  -0.738
O -3.14 29.98 11.96  -0.378
C -2.64 28.74 12.46  -0.315
C -3.37 28.03 13.56  -0.660
N -2.84 26.68 13.99  -0.328
C -3.04 25.70 12.91  -0.505
C -2.43 24.39 13.48  -0.737
O -0.94 24.54 13.65  -0.282
C -0.48 23.55 14.47  -0.793
H -1.90 29.74 10.28  0.316
H -1.54 31.13 11.35  0.286
H -2.90 31.14 10.27  0.268
H -1.58 28.88 12.67  0.345
H -2.64 28.02 11.64  0.276
H -4.41 27.88 13.27  0.321
H -3.29 28.68 14.43  0.316
H -1.83 26.70 14.09  0.261
H -2.47 25.93 12.01  0.274
H -4.08 25.45 12.69  0.362
H -2.65 23.64 12.72  0.441
H -3.07 24.13 14.32  0.384
H 0.59 23.50 14.32  0.238
H -0.80 22.57 14.12  0.325
H -0.82 23.58 15.51  0.323
C -1.80 47.60 15.27  -0.711
O -1.67 46.40 14.54  -0.331
C -0.28 46.16 14.13  -0.509
C -0.14 44.89 13.33  -0.711
N -0.38 43.64 14.07  -0.337
C 0.06 42.44 13.33  -0.717
C -0.19 41.03 14.01  -0.487
O 0.85 40.74 14.95  -0.317
C 0.57 39.51 15.54  -0.717
H -1.17 48.36 14.83  0.296
H -1.71 47.58 16.36  0.274
H -2.85 47.88 15.19  0.250
H 0.24 46.11 15.08  0.318
H 0.09 46.97 13.51  0.371
H 0.81 44.82 12.80  0.476
H -0.81 44.89 12.47  0.370
H -1.38 43.53 14.18  0.219
H 1.12 42.64 13.17  0.353
H -0.51 42.39 12.41  0.367
H 0.02 40.40 13.15  0.329
H -1.19 40.88 14.42  0.364
H 0.61 38.75 14.76  0.302
H -0.38 39.48 16.07  0.283
H 1.30 39.28 16.33  0.264
C -10.21 28.00 18.54  -0.795
O -9.75 27.15 19.55  -0.232
C -10.40 27.39 20.81  -0.519
C -9.77 26.52 21.89  -0.929
N -9.72 25.12 21.51  -0.300
C -10.99 24.50 21.49  -0.246
C -10.98 23.01 21.14  -0.771
O -10.72 22.86 19.76  -0.280
C -11.85 22.68 18.98  -0.717
H -9.60 27.95 17.64  0.208
H -10.27 29.05 18.83  0.306
H -11.25 27.76 18.33  0.354
H -11.48 27.20 20.82  0.337
H -10.43 28.47 20.95  0.512
H -10.32 26.57 22.83  0.384
H -8.80 26.88 22.24  0.341
H -9.18 25.03 20.66  0.305
H -11.75 25.03 20.91  0.176
H -11.40 24.63 22.49  0.300
H -11.98 22.66 21.39  0.423
H -10.22 22.47 21.71  0.325
H -12.51 21.89 19.36  0.294
H -11.63 22.38 17.95  0.247
H -12.35 23.65 19.03  0.277
C -13.83 38.62 8.34  -0.851
O -13.21 38.46 9.57  -0.317
C -11.82 38.85 9.46  -0.653
C -10.91 37.65 9.24  -0.504
N -10.79 36.86 10.47  -0.382
C -10.18 35.61 10.25  -0.578
C -10.26 34.68 11.51  -0.701
O -11.50 34.40 12.04  -0.353
C -12.18 33.24 11.47  -0.695
H -14.80 38.12 8.33  0.311
H -13.45 38.18 7.41  0.318
H -13.91 39.66 8.02  0.328
H -11.75 39.34 10.43  0.296
H -11.56 39.66 8.78  0.441
H -9.92 38.07 9.02  0.334
H -11.22 37.08 8.37  0.341
H -11.78 36.70 10.64  0.293
H -9.15 35.63 9.90  0.418
H -10.73 35.15 9.43  0.334
H -9.62 35.18 12.24  0.337
H -9.69 33.75 11.40  0.448
H -12.22 33.34 10.39  0.269
H -13.23 33.15 11.75  0.265
H -11.58 32.36 11.69  0.302
C 7.26 23.29 18.65  -0.849
O 8.31 23.74 17.83  -0.213
C 9.31 24.45 18.53  -0.807
C 10.25 25.08 17.53  -0.420
N 11.15 24.10 16.97  -0.452
C 11.85 24.73 15.82  -0.649
C 12.35 23.58 14.91  -0.654
O 11.13 22.90 14.50  -0.238
C 11.34 21.80 13.69  -0.847
H 7.61 22.74 19.52  0.320
H 6.61 22.59 18.12  0.253
H 6.49 24.00 18.97  0.337
H 9.79 23.83 19.28  0.400
H 8.97 25.31 19.11  0.436
H 10.62 25.93 18.11  0.317
H 9.54 25.40 16.76  0.308
H 10.66 23.30 16.60  0.337
H 12.58 25.48 16.10  0.408
H 11.16 25.29 15.19  0.331
H 13.06 22.95 15.46  0.351
H 12.82 24.07 14.06  0.452
H 10.49 21.41 13.14  0.213
H 11.64 20.97 14.34  0.351
H 12.06 21.94 12.89  0.324
C 4.75 7.95 11.68  -0.783
O 5.01 9.34 11.29  -0.335
C 4.14 9.68 10.19  -0.575
C 4.41 11.08 9.78  -0.652
N 3.74 11.95 10.81  -0.215
C 4.15 13.37 10.73  -0.719
C 4.42 14.04 12.14  -0.531
O 3.46 13.45 13.02  -0.338
C 3.60 13.83 14.37  -0.754
H 5.62 7.77 12.31  0.260
H 4.75 7.18 10.90  0.313
H 3.87 7.83 12.31  0.315
H 3.13 9.42 10.51  0.348
H 4.30 9.06 9.30  0.459
H 3.91 11.33 8.85  0.350
H 5.43 11.46 9.66  0.396
H 3.97 11.65 11.75  0.267
H 3.42 13.92 10.13  0.270
H 5.05 13.54 10.14  0.315
H 4.35 15.13 12.24  0.442
H 5.39 13.64 12.45  0.325
H 4.64 13.75 14.69  0.309
H 3.00 13.21 15.04  0.254
H 3.21 14.82 14.58  0.282
O -4.39 35.00 16.37  -0.639
H -4.88 35.70 15.93  0.319
H -4.36 35.27 17.29  0.320
O -7.01 25.21 16.91  -0.613
H -6.12 25.49 16.68  0.316
H -7.41 25.99 17.29  0.297
O 1.27 29.54 5.77  -0.642
H 1.29 29.80 4.85  0.314
H 0.59 28.87 5.81  0.323
O -3.34 17.03 16.97  -0.643
H -3.74 17.64 17.59  0.321
H -3.11 16.26 17.50  0.321
O -2.00 26.83 5.84  -0.630
H -2.81 27.10 6.29  0.318
H -2.29 26.18 5.20  0.320
O -6.78 20.66 18.32  -0.640
H -6.72 21.44 17.78  0.319
H -7.56 20.79 18.85  0.322
O 7.58 21.89 14.30  -0.645
H 7.48 22.54 15.00  0.313
H 8.40 22.14 13.87  0.323
O 3.15 31.72 9.67  -0.642
H 2.58 31.44 8.95  0.322
H 3.53 32.55 9.36  0.317
O -10.32 25.18 13.52  -0.646
H -9.83 25.17 14.34  0.314
H -10.11 24.34 13.10  0.331

***

(3)
This record from the OMol25 dataset describes a cluster of 2 separate species, C4H12 in total. The level of theory is wB97M-V/def2-TZVPD.

Results
SMILES: CC.CC
LUMO energy in eV: 1.14
Spin multiplicity: 1
Energy relative to the best compared isomer or geometry (same formula, charge and spin) in kJ/mol: 6.1

Each line ends with the Mulliken charge.
CARTESIAN COORDINATES (ANGSTROEM)
C 0.12 1.08 -1.39  -0.602
C 1.10 1.05 -2.55  -0.935
H 0.11 2.05 -0.88  0.292
H -0.92 0.91 -1.70  0.293
H 0.38 0.32 -0.64  0.077
H 0.90 0.25 -3.27  0.278
H 2.11 0.87 -2.20  0.291
H 1.13 2.00 -3.08  0.287
C -1.03 -1.37 1.41  -0.813
C -0.24 -0.75 2.54  -0.788
H -1.69 -2.17 1.74  0.324
H -1.63 -0.64 0.85  0.229
H -0.35 -1.82 0.68  0.266
H -0.84 -0.41 3.39  0.289
H 0.34 0.10 2.18  0.253
H 0.51 -1.45 2.91  0.259